Here is 2 unconnected molecules or ions with the total composition C4H12OS at a distorted geometry from OMol25. Energies are from the ωB97M-V functional and the def2-TZVPD basis.

Structure (XYZ):
```
18
Properties=species:S:1:pos:R:3:lowdin_charge:R:1
C -0.2694 1.0221 -1.3164 -0.11
C -1.4565 0.4603 -0.4993 -0.34
C -1.1567 -0.9906 -0.1194 -0.52
S -0.1936 -1.1446 1.4899 0.74
C 1.2667 -2.0748 0.8321 -0.42
H 0.1228 1.8861 -0.6768 0.07
H 0.4313 0.2002 -1.4919 0.05
H -0.6180 1.3872 -2.2761 0.06
H -2.4279 0.3957 -1.1396 0.12
H -1.6827 1.1360 0.3588 0.10
H -0.6103 -1.5518 -0.9780 0.10
H -2.0731 -1.6893 0.1532 0.09
H 1.5763 -1.3101 0.0090 0.04
H 2.1524 -1.8533 1.4007 0.01
H 1.1474 -3.1227 0.5051 0.04
O 1.3513 2.2855 1.5850 -0.09
H 1.7308 1.9606 0.7484 0.03
H 0.7093 3.0036 1.4154 0.04
```

Properties
- relative energy (zero: lowest compared OMol25 entry of this formula, charge and spin) (kcal per mole) = 36.9
- net charge = 0
- structure (SMILES) = CCCSC.O
- highest occupied orbital energy (eV) = -8.33
- HOMO-LUMO gap (Eh) = 0.3372
- largest force on an atom (eV/Å) = 3.40